Entry 1:
32
Properties=species:S:1:pos:R:3:mulliken_charge:R:1 method="wB97M-V/def2-TZVPD" total_charge=-5 max_force_ha_per_bohr=0.0653 spin_multiplicity=1 e_lumo_ev=10.109
Li 9.9012 -3.3239 -1.5096 1.02
Li 7.3941 -3.9648 -1.0769 0.84
Li 9.0791 -1.8451 0.9439 0.88
S 9.2309 -4.6703 1.4394 1.10
O 8.9318 -3.3773 2.0701 -0.86
O 10.5833 -5.1007 1.8030 -0.77
O 8.2963 -5.7207 1.8922 -0.85
O 9.0300 -4.5343 -0.0346 -0.27
S 7.5964 -4.4999 -3.5893 1.24
O 6.3985 -4.2959 -2.7354 -1.00
O 7.5965 -5.9004 -4.0801 -0.79
O 7.5964 -3.5829 -4.7432 -0.75
O 8.6493 -4.1751 -2.6574 -0.72
S 8.1007 -0.7123 -1.4779 1.07
O 9.1646 0.0956 -0.8351 -0.69
O 8.3820 -0.8777 -2.9031 -0.72
O 8.0171 -2.0467 -0.8349 -0.48
O 6.8258 -0.0011 -1.2169 -0.83
S 11.6169 -1.5705 0.8158 1.24
O 12.5802 -2.5707 1.3268 -0.81
O 12.4082 -0.4954 0.1836 -0.82
O 10.6909 -2.2235 -0.1393 -0.91
O 10.7083 -0.9906 1.8180 -0.89
O 11.8186 -3.3535 -2.4978 -0.45
H 12.1981 -3.2715 -3.3752 0.14
H 12.5531 -3.5743 -1.9098 0.22
O 9.7424 -6.8559 -1.6345 -0.74
H 9.5506 -7.2152 -0.7605 0.31
H 9.1189 -6.1075 -1.7202 0.31
O 12.0902 -6.0378 -0.6934 -0.77
H 11.3394 -6.2994 -1.2670 0.50
H 11.7538 -5.2646 -0.2025 0.26


Entry 2:
8
Properties=species:S:1:pos:R:3:mulliken_charge:R:1 method="wB97M-V/def2-TZVPD" de_lowest_kj_mol=12.0 max_force_ha_per_bohr=0.0100 spin_multiplicity=1 smiles=N.N e_lumo_ev=1.096
N 0.7451 3.0918 0.1302 -0.65
H 1.1231 3.8007 0.7667 0.22
H 1.2222 3.2136 -0.7687 0.22
H 1.0308 2.1786 0.4979 0.22
N -1.1797 -2.8731 -0.3012 -0.66
H -1.5104 -3.8228 -0.4997 0.22
H -1.2483 -2.7396 0.7128 0.22
H -0.1828 -2.8491 -0.5381 0.22


Entry 3:
8
Properties=species:S:1:pos:R:3:mulliken_charge:R:1 method="wB97M-V/def2-TZVPD" de_lowest_kj_mol=11.3 max_force_ha_per_bohr=0.0100 spin_multiplicity=1 smiles=N.N e_lumo_ev=1.133
N -0.4166 -3.7386 -0.2478 -0.66
H 0.4181 -3.6327 0.3376 0.22
H -0.4683 -2.9080 -0.8461 0.22
H -0.2484 -4.5400 -0.8643 0.22
N 0.0602 3.8033 0.1629 -0.66
H 1.0719 3.9659 0.1876 0.22
H -0.0824 2.7946 0.2764 0.22
H -0.3346 4.2554 0.9938 0.22